1.
Formula: C18H14BrN3O6SeV
Source: OMol25
Level of theory: ωB97M-V/def2-TZVPD

Cartesian coordinates (Å):
V1 -0.111243 -0.053992 -0.316889
Br1 2.662599 2.100000 1.936575
C1 1.686605 0.641680 2.627651
C2 1.792517 0.432243 3.996509
C3 1.222312 -0.693796 4.550662
C4 0.595561 -1.604299 3.717382
C5 0.514357 -1.296623 2.389677
N1 1.008076 -0.171423 1.818227
C6 -0.076353 -2.274481 1.433507
O1 -0.431151 -3.365464 1.686830
O2 -0.112801 -1.706521 0.169790
H1 2.335744 1.145524 4.598380
H2 1.292183 -0.875946 5.615744
H3 0.176607 -2.534441 4.073498
C7 -0.154726 3.076638 0.087685
N2 0.475158 1.857683 -0.501576
C8 1.452287 2.018798 -1.346194
C9 2.099698 0.831985 -1.751722
C10 3.126485 0.429331 -2.555426
C11 3.253543 -0.982362 -2.389663
C12 2.298474 -1.385836 -1.501254
N3 1.553738 -0.281519 -1.110545
C13 -1.510579 3.422161 -0.475921
C14 -1.713285 3.485199 -1.849666
C15 -2.946993 3.863110 -2.359737
C16 -3.981320 4.185251 -1.495119
C17 -3.784167 4.117916 -0.123634
C18 -2.550365 3.731899 0.383116
H4 0.531580 3.900951 -0.091642
H5 -0.220897 2.934475 1.160964
H6 1.760953 3.006062 -1.666142
H7 3.718674 1.061794 -3.203362
H8 3.970766 -1.625103 -2.881232
H9 2.081471 -2.372587 -1.131983
H10 -0.910658 3.228955 -2.534522
H11 -3.101179 3.906479 -3.431293
H12 -4.943874 4.483369 -1.891420
H13 -4.595668 4.354872 0.554497
H14 -2.399549 3.662875 1.457000
O3 -1.473172 0.569441 0.707693
Se1 -2.606872 -0.069432 -0.471681
O4 -3.706467 0.981589 -0.934054
O5 -1.259004 -0.134449 -1.626240
O6 -2.993412 -1.555885 -0.030501

Atomic forces in eV per Å
V 2.470 -0.154 0.382
Br -0.121 -0.054 -0.122
C -0.179 -0.164 -0.299
C 0.053 -0.007 0.161
C 0.081 0.093 0.246
C -0.043 -0.157 0.252
C 0.180 0.401 -0.558
N -0.109 0.056 0.490
C 0.218 0.698 -0.119
O -0.190 -0.413 -0.200
O -0.122 -1.337 0.486
H 0.006 -0.015 0.009
H 0.009 0.027 -0.044
H -0.003 -0.006 -0.005
C -0.072 -0.297 -0.302
N 0.335 1.274 -0.263
C -0.205 -0.049 0.330
C -0.124 -0.196 0.258
C 0.329 0.090 -0.268
C 0.107 0.002 -0.087
C -0.068 0.361 0.000
N 0.521 -0.235 -0.671
C 0.200 -0.236 -0.145
C -0.034 -0.016 -0.116
C 0.126 -0.025 -0.048
C -0.073 0.034 0.069
C -0.004 0.013 0.053
C -0.212 0.054 0.182
H 0.181 0.085 0.029
H -0.009 -0.101 0.132
H 0.042 0.093 -0.020
H -0.045 -0.088 0.080
H -0.097 0.103 0.055
H -0.096 -0.022 0.049
H -0.013 0.031 0.004
H 0.024 -0.007 0.060
H 0.030 -0.022 0.026
H 0.060 -0.007 -0.045
H -0.030 0.033 -0.083
O -0.637 0.068 -0.010
Se -3.091 -0.228 0.289
O 0.672 -0.341 0.127
O -0.303 -0.080 -0.107
O 0.237 0.743 -0.256

The calculation puts the energy above the lowest of the compared OMol25 structures with the same formula, charge and spin at 2.17 kcal per mole. The spin multiplicity is 1. The calculation puts the HOMO energy at -11.947 eV. The net charge is +1. Its HOMO-LUMO gap is 5.8 eV.

---

2.
Formula: C18H14BrN5O6OsS
Source: OMol25
Level of theory: ωB97M-V/def2-TZVPD

Cartesian coordinates (Å):
Os1 -1.471202 -0.611171 -0.632784
O1 -6.679892 2.088190 -0.320733
C1 -6.180438 2.155497 -1.545805
O2 -6.718449 2.723459 -2.447422
C2 -4.863168 1.476267 -1.813518
C3 -4.309884 1.426722 -3.082880
N1 -3.131326 0.789422 -2.999751
N2 -2.889778 0.411471 -1.743257
C4 -3.925900 0.822089 -1.012693
C5 -3.863112 0.440380 0.418685
O3 -4.689987 0.673177 1.238154
O4 -2.714004 -0.260199 0.738001
H1 -6.119511 1.607360 0.314450
H2 -4.701207 1.804964 -4.013987
H3 -2.506388 0.532858 -3.750869
Br1 0.249111 -0.245763 2.530452
C6 0.170751 -1.933634 1.719462
C7 0.677554 -3.040243 2.388975
C8 0.538969 -4.294626 1.817073
C9 -0.096912 -4.415059 0.582903
C10 -0.555845 -3.269192 -0.018849
N3 -0.421986 -2.036249 0.531107
C11 -1.229050 -3.303158 -1.368685
O5 -1.433406 -4.277356 -2.004950
O6 -1.596477 -2.047453 -1.822149
H4 1.152579 -2.906083 3.349965
H5 0.909897 -5.170263 2.332844
H6 -0.246862 -5.364809 0.088158
N4 2.191527 -0.463811 -0.433515
C12 1.588618 0.706772 -0.428707
S1 -0.009590 0.917739 -1.205333
N5 2.142879 1.793464 0.045648
C13 3.474333 1.888120 0.599137
C14 4.570583 1.480852 -0.149757
C15 5.836124 1.596094 0.406346
C16 5.993557 2.126689 1.679673
C17 4.887656 2.552034 2.403553
C18 3.615528 2.432337 1.866124
H7 1.775507 -1.254149 -0.896356
H8 3.115235 -0.564462 -0.029935
H9 1.565750 2.624613 0.091426
H10 4.452383 1.127108 -1.167059
H11 6.700695 1.292195 -0.167391
H12 6.983721 2.223643 2.102972
H13 5.013647 2.981154 3.387810
H14 2.747772 2.763014 2.423466

Atomic forces in eV per Å
Os 0.079 -0.247 -0.523
O 0.037 -0.015 0.090
C 0.022 -0.036 -0.052
O -0.016 -0.008 0.012
C 0.029 0.033 0.020
C 0.036 -0.008 -0.024
N -0.066 -0.017 0.022
N -0.027 0.207 0.313
C -0.026 -0.088 0.002
C -0.097 0.087 -0.072
O 0.039 -0.002 0.001
O 0.002 -0.014 0.047
H -0.046 0.035 -0.058
H -0.005 0.005 0.003
H 0.003 0.010 0.006
Br 0.021 -0.025 -0.029
C -0.118 0.040 0.161
C -0.011 -0.141 -0.052
C -0.018 0.132 0.022
C -0.017 0.065 -0.008
C 0.046 0.087 -0.197
N -0.130 0.031 -0.043
C 0.211 -0.194 0.183
O 0.051 0.163 0.081
O -0.194 -0.112 0.076
H -0.013 -0.016 0.007
H 0.013 0.004 -0.006
H 0.011 -0.012 0.011
N 0.053 0.010 0.024
C 0.017 -0.086 -0.047
S 0.157 0.078 0.074
N -0.082 0.038 0.026
C 0.058 -0.028 0.039
C -0.019 0.035 -0.035
C 0.007 0.001 0.011
C -0.013 0.001 -0.002
C 0.017 -0.003 -0.002
C -0.021 -0.039 0.017
H 0.004 0.028 -0.032
H 0.014 0.014 -0.009
H 0.009 0.000 -0.063
H -0.017 -0.014 0.003
H 0.001 0.003 -0.001
H 0.001 0.001 0.001
H 0.001 0.000 0.001
H -0.002 -0.001 0.003

The calculation puts the energy above the lowest of the compared OMol25 structures with the same formula, charge and spin at 0.00 kcal per mole. The spin multiplicity is 1. The calculation puts the HOMO energy at -15.272 eV. The net charge is +2. Its HOMO-LUMO gap is 7.0 eV.

---

3.
Formula: C18H14Cl2HgN6O2
Source: OMol25
Level of theory: ωB97M-V/def2-TZVPD

Cartesian coordinates (Å):
Hg1 0.226620 -1.377880 -2.173279
Cl1 -1.383950 3.301728 4.643984
C1 -0.692990 2.694174 3.173297
C2 -1.026865 1.437425 2.742342
C3 -0.491874 0.884932 1.549292
N1 -0.598542 -0.396387 1.291663
C4 -1.438148 -1.338473 0.956268
O1 -1.313149 -2.560555 1.116644
C5 -2.695486 -0.845737 0.252018
C6 -3.947711 -1.110430 0.801069
C7 -5.071957 -0.693109 0.111154
C8 -4.911581 -0.044348 -1.105288
C9 -3.622338 0.175687 -1.564655
N2 -2.536575 -0.206558 -0.900308
C10 0.329743 1.761054 0.712674
C11 0.713025 3.031088 1.249411
C12 0.219883 3.485065 2.436871
Cl2 0.713892 5.039089 3.032744
N3 0.704425 1.364000 -0.466232
C13 1.564220 1.892197 -1.358615
O2 1.358758 2.813530 -2.132808
C14 2.889174 1.143497 -1.377522
C15 4.020880 1.766081 -1.890767
C16 5.246681 1.137210 -1.747919
C17 5.293658 -0.096735 -1.116575
C18 4.101089 -0.656250 -0.675468
N4 2.927451 -0.053841 -0.799348
H1 -1.681651 0.822881 3.344739
H2 -4.019286 -1.635414 1.744155
H3 -6.060838 -0.873318 0.515395
H4 -5.764695 0.277763 -1.687891
H5 -3.437315 0.682827 -2.506545
H6 1.379622 3.651596 0.665250
H7 3.914114 2.727814 -2.374040
H8 6.151005 1.606631 -2.114869
H9 6.232617 -0.612695 -0.964185
H10 4.083859 -1.626167 -0.188143
N5 0.413019 -4.881650 -0.223817
N6 -0.560047 -4.508699 -1.208439
H11 -0.018523 -4.885572 0.694676
H12 1.076050 -4.116975 -0.199349
H13 -1.207425 -3.833477 -0.807646
H14 -1.078821 -5.341990 -1.449940

Atomic forces in eV per Å
Hg 0.042 0.003 -0.127
Cl -0.031 -0.022 0.063
C -0.046 -0.128 -0.045
C -0.049 0.228 0.066
C -0.143 -0.146 0.088
N 0.424 -0.185 -0.163
C -0.360 0.303 -0.037
O 0.048 -0.004 0.003
C -0.053 -0.163 0.058
C -0.038 0.015 -0.042
C 0.032 -0.012 0.069
C 0.008 0.006 -0.058
C -0.035 -0.019 0.034
N 0.070 0.116 0.012
C 0.145 0.202 -0.163
C -0.025 0.126 0.186
C 0.074 -0.059 -0.173
Cl 0.016 0.069 -0.014
N -0.242 -0.455 0.010
C 0.100 0.004 0.037
O 0.028 0.005 0.046
C 0.109 0.057 0.093
C -0.049 0.067 -0.077
C -0.068 -0.027 -0.013
C 0.005 0.011 -0.011
C 0.086 0.023 -0.078
N 0.007 0.046 0.207
H 0.013 -0.022 -0.008
H 0.010 -0.034 -0.020
H -0.005 -0.005 -0.017
H 0.008 0.035 0.013
H -0.065 -0.010 -0.001
H -0.017 0.025 0.016
H 0.007 0.006 0.029
H 0.005 -0.008 -0.001
H -0.014 -0.027 -0.015
H 0.042 -0.004 -0.044
N 0.040 -0.077 -0.003
N -0.112 -0.042 0.000
H -0.033 0.129 0.073
H 0.087 0.006 -0.021
H -0.021 -0.001 0.042
H -0.003 -0.030 -0.014

The spin multiplicity is 2. The calculation puts the HOMO energy (alpha / beta) at -4.155 / -4.953 eV. Its expectation value of S² is 0.7796. The net charge is -1. Its HOMO-LUMO gap (alpha / beta) is 6.9 / 6.6 eV.

---

4.
Formula: C18H14Cl3INO6Ta
Source: OMol25
Level of theory: ωB97M-V/def2-TZVPD

Cartesian coordinates (Å):
Ta1 -0.874014 0.402057 0.183108
O1 -0.055213 2.670262 2.486370
C1 -0.115662 2.772525 1.301786
O2 -1.135981 2.191346 0.598034
C2 0.990807 3.317364 0.415993
C3 0.586950 3.297562 -1.067078
C4 1.690147 3.920648 -1.923581
C5 2.748140 2.789893 -1.964719
C6 2.116214 1.757975 -1.040517
O3 0.694374 1.866390 -1.368031
C7 2.165421 2.263411 0.425601
C8 1.890340 1.098154 1.361258
O4 2.519591 0.762169 2.296935
O5 0.778633 0.397023 0.911828
H1 1.300821 4.290274 0.788157
H2 -0.418684 3.650822 -1.274325
H3 1.325105 4.169872 -2.916340
H4 2.072466 4.831016 -1.466038
H5 2.864608 2.380881 -2.965725
H6 3.727415 3.104459 -1.610868
H7 2.455880 0.733587 -1.179472
H8 3.122130 2.696663 0.699811
Cl1 -1.604085 -6.214567 2.578613
C9 -1.822356 -4.603278 2.065741
C10 -2.956319 -3.915481 2.420831
C11 -3.157658 -2.581710 2.025197
I1 -4.848066 -1.501216 2.578094
C12 -2.205474 -1.957111 1.256376
O6 -2.246497 -0.671754 0.831708
C13 -1.041404 -2.647746 0.875996
N1 -0.162986 -1.924916 0.123051
C14 0.974605 -2.510678 -0.231849
C15 1.281467 -3.826170 0.106688
C16 0.391545 -4.563807 0.856490
C17 -0.816044 -3.978561 1.270216
H9 -3.704824 -4.404320 3.029210
H10 1.667604 -1.915669 -0.815838
H11 2.218885 -4.252667 -0.219306
H12 0.617309 -5.585734 1.131126
Cl2 -1.172219 -0.499086 -2.365615
C18 -2.712481 0.338360 -2.673995
Cl3 -3.073587 1.199961 -1.167919
H13 -3.485742 -0.393888 -2.880210
H14 -2.591158 1.045685 -3.486793

Atomic forces in eV per Å
Ta -0.220 -1.895 -3.218
O -0.231 0.309 -0.423
C 1.030 0.952 1.245
O -0.984 0.370 0.610
C -0.306 -0.339 -0.232
C 0.164 0.364 0.022
C -0.007 -0.094 0.006
C -0.074 -0.026 0.037
C 0.320 0.122 -0.016
O -0.327 -0.346 0.358
C -0.344 -0.297 -0.070
C 1.527 1.104 0.206
O -0.434 -0.259 -0.205
O 0.573 -0.719 1.148
H 0.036 -0.010 0.030
H -0.009 -0.075 -0.003
H -0.008 -0.011 -0.001
H -0.041 0.032 -0.013
H -0.017 0.009 -0.003
H 0.009 -0.018 0.007
H -0.063 0.009 -0.030
H 0.014 0.015 -0.009
Cl 0.014 -0.155 0.049
C -0.173 0.308 -0.038
C 0.122 -0.352 0.082
C -0.076 0.918 -0.346
I 0.131 -0.235 0.017
C -0.020 -1.321 0.598
O -0.069 0.696 0.674
C -0.087 0.064 -0.129
N -0.006 0.309 0.148
C -0.164 0.163 -0.052
C 0.004 -0.144 0.037
C 0.090 0.035 -0.077
C -0.037 0.135 -0.047
H 0.006 -0.011 -0.010
H 0.041 -0.020 0.024
H -0.002 0.006 -0.001
H -0.003 0.006 0.008
Cl 0.277 -0.195 0.047
C -0.210 0.122 -0.056
Cl -0.580 0.514 -0.489
H 0.044 -0.069 0.078
H 0.090 0.030 0.039

The calculation puts the energy above the lowest of the compared OMol25 structures with the same formula, charge and spin at 8.14 kcal per mole. The spin multiplicity is 1. The calculation puts the HOMO energy at -14.325 eV. The net charge is +2. Its HOMO-LUMO gap is 6.3 eV.

---

5.
Formula: C18H14ClF3N5O7P
Source: OMol25
Level of theory: ωB97M-V/def2-TZVPD

Cartesian coordinates (Å):
C1 2.468954 -0.712899 -2.045854
N1 2.496470 0.686902 -1.744538
C2 1.780392 1.336609 -0.771591
C3 0.842059 0.776019 0.277127
N2 -0.209227 -0.073897 -0.338087
C4 -0.939974 0.412925 -1.449470
C5 -1.957424 -0.290394 -2.026144
C6 -2.302947 -1.668708 -1.531231
C7 -3.420238 -2.476212 -2.175059
F1 -3.066924 -3.771315 -2.380276
F2 -4.502059 -2.467285 -1.368853
F3 -3.758124 -1.966781 -3.388694
C8 -1.679471 -2.128235 -0.376221
O1 -2.073692 -3.317929 0.239788
C9 -2.621513 -3.229448 1.503406
C10 -3.338228 -2.095676 1.961919
C11 -3.777065 -1.963959 3.268006
Cl1 -4.524935 -0.492522 3.838453
C12 -3.544148 -3.032519 4.154659
C13 -2.919682 -4.208455 3.698888
C14 -2.785478 -5.272130 4.656310
N3 -2.618157 -6.077268 5.471267
C15 -2.439053 -4.293811 2.395366
C16 -0.606396 -1.296120 0.251945
O2 -0.056230 -1.682186 1.250316
N4 2.002433 2.622748 -0.761731
N5 2.851541 2.858251 -1.824582
C17 3.583366 4.051698 -2.094189
O3 3.049269 5.161130 -1.372156
P1 3.662208 5.328891 0.149764
O4 4.744835 4.418914 0.543605
O5 2.475054 5.007563 1.116245
O6 4.201454 6.777562 0.366871
C18 3.170028 1.687932 -2.436977
O7 3.994383 1.623842 -3.341306
H1 1.656997 -0.971503 -2.748207
H2 2.332803 -1.290067 -1.091000
H3 3.400622 -0.977101 -2.533075
H4 0.404181 1.616554 0.852719
H5 1.451276 0.247958 0.968659
H6 -0.703422 1.400322 -1.894052
H7 -2.496505 0.130307 -2.872690
H8 -3.498828 -1.252960 1.290124
H9 -3.858962 -2.987310 5.224880
H10 -1.864087 -5.175506 2.088611
H11 4.642110 3.853339 -1.857805
H12 3.570239 4.298671 -3.187747
H13 2.216043 4.121852 0.790737
H14 4.566053 6.752209 1.251872

Atomic forces in eV per Å
C -0.414 -1.069 0.258
N -0.779 1.097 0.387
C -0.400 1.304 0.664
C -0.247 0.353 -1.006
N -1.435 0.088 -1.418
C -0.316 -0.293 0.041
C 0.430 -1.625 0.685
C 1.127 1.091 1.183
C 0.303 -0.284 -0.203
F -0.249 0.920 0.162
F 0.190 -0.023 -0.553
F 0.002 -0.245 0.885
C -1.331 1.115 -1.530
O 0.522 0.999 -0.426
C -0.443 0.556 1.729
C 0.467 0.255 -1.073
C 0.605 -1.332 0.674
Cl 0.208 -0.522 -0.302
C -0.573 0.244 0.693
C -0.600 1.175 -0.054
C 0.624 -0.775 0.658
N -0.301 0.706 -0.837
C 0.510 -0.363 -0.778
C 0.256 -0.096 0.058
O 0.492 -0.291 0.909
N -0.019 0.092 -0.150
N -1.492 -1.576 0.762
C 1.178 1.140 -0.983
O 0.983 0.094 1.266
P 1.574 -2.208 -0.030
O 0.442 -0.712 -1.108
O -1.404 0.692 -0.363
O -1.509 1.206 -0.833
C 1.905 0.367 -1.068
O -0.695 -0.763 0.202
H 0.190 0.163 0.357
H 0.242 0.477 -0.986
H 0.193 -0.066 0.123
H 0.159 -0.374 -0.575
H 0.064 -1.117 0.628
H 0.183 -0.692 0.787
H 0.211 -0.210 0.247
H 0.044 -0.213 0.019
H 0.235 0.100 -1.136
H -0.332 0.396 0.022
H -0.344 0.305 0.210
H -0.432 -0.274 0.991
H -0.520 -0.108 0.356
H 0.496 0.296 0.453

The calculation puts the energy above the lowest of the compared OMol25 structures with the same formula, charge and spin at 2.14 kcal per mole. Its SMILES is Cn1c(Cn2ccc(C(F)(F)F)c(Oc3cc(Cl)cc(C#N)c3)c2=O)nn(COP(=O)(O)O)c1=O. The spin multiplicity is 1. The calculation puts the HOMO energy at -9.464 eV. Its HOMO-LUMO gap is 8.5 eV.